(1)
Below is a structure of composition C19H34N4NaO2SbSe at a distorted geometry, with properties calculated with wB97M-V/def2-TZVPD.

```
62
Properties=species:S:1:pos:R:3:forces:R:3
Na 0.744340 0.637436 0.070764 0.0257 2.7719 -1.0095
N -0.617270 -0.396760 -1.680779 0.1556 -0.0882 -0.2107
N -0.999319 -1.484856 -0.853024 -0.5913 -0.3804 -0.3847
C -0.105642 -1.980725 0.134803 0.1798 0.4363 0.0071
O -0.268348 -3.142666 0.468754 -0.2546 -0.9694 0.1826
O 0.741572 -1.159296 0.584466 -0.1148 -2.3794 0.6823
H -1.457559 -0.027147 -2.116498 0.1070 0.0066 0.1996
H 0.001108 -0.708593 -2.438046 -0.1457 0.0876 0.2776
H -1.470637 -2.253979 -1.324999 0.2272 0.2354 0.0754
C 4.473983 -2.825042 -3.743669 0.0269 -0.0060 0.1482
C 4.656636 -3.725362 -2.529238 -0.1342 -0.0948 -0.1424
C 3.361874 -4.365478 -2.026635 0.2112 0.2906 0.1620
C 2.414772 -3.396923 -1.319973 -0.2952 -0.4698 -0.5585
N 3.005716 -2.829526 -0.138693 0.0662 0.3565 0.4041
C 3.275697 -1.526020 0.057608 0.2974 -0.0013 -0.1451
Se 3.158792 -0.227859 -1.201914 0.1597 0.9798 -0.8788
N 3.755160 -1.354577 1.306797 -0.3323 -0.3565 -0.2436
C 4.276534 -0.145149 1.880981 0.4421 0.4485 0.2866
C 5.806091 -0.189889 1.940940 -0.0768 -0.0580 -0.2045
C 6.467459 -0.044532 0.572802 -0.0050 0.0948 0.0801
C 6.367752 1.373884 0.028867 0.0316 -0.1930 -0.0045
C 3.768323 -2.575558 1.942280 -0.0538 -0.8237 0.0365
C 4.191992 -2.950092 3.209492 -0.0328 0.1656 -0.1451
C 4.140382 -4.294967 3.524356 -0.0043 0.0474 0.0516
C 3.642757 -5.226349 2.617864 -0.0615 -0.0882 0.0510
C 3.182310 -4.855700 1.367570 -0.0545 0.0490 -0.0794
C 3.275639 -3.515477 1.022317 0.3262 -0.0671 0.8206
H 5.443778 -2.556187 -4.156369 0.0598 0.0604 -0.1015
H 3.964271 -1.901799 -3.477890 -0.0941 0.0476 -0.0214
H 3.902170 -3.336873 -4.514723 -0.0558 -0.0398 -0.1634
H 5.120895 -3.147257 -1.726149 0.0721 -0.0827 0.0811
H 5.341828 -4.533713 -2.792603 0.0968 0.0200 0.0806
H 3.622160 -5.164888 -1.332570 -0.0617 -0.1330 -0.0383
H 2.819169 -4.811039 -2.861531 -0.0194 -0.0869 -0.0326
H 1.496942 -3.910443 -1.017445 0.0411 0.1166 -0.0092
H 2.151747 -2.565616 -1.977646 -0.0071 -0.0696 0.1115
H 3.868669 -0.041163 2.890035 -0.1023 -0.0018 -0.0698
H 3.941009 0.697679 1.270857 -0.0432 -0.1508 0.0995
H 6.107199 -1.140969 2.383551 0.0045 0.0232 0.1321
H 6.156438 0.610300 2.596205 0.0015 0.0017 0.0807
H 6.009822 -0.734471 -0.141445 0.0549 -0.0699 0.0242
H 7.517565 -0.326900 0.672214 0.0167 -0.0255 -0.0472
H 5.348926 1.610089 -0.266610 -0.1041 0.0537 0.0010
H 6.993259 1.486037 -0.851011 0.0861 0.0904 -0.1434
H 6.694799 2.087888 0.780592 0.0851 0.1836 0.0639
H 4.549130 -2.220745 3.919861 0.0765 0.0579 0.0619
H 4.489686 -4.626732 4.490444 -0.0112 -0.0218 0.0827
H 3.608402 -6.266017 2.905035 -0.0475 -0.0983 0.0067
H 2.759877 -5.592337 0.703753 -0.0208 -0.0196 -0.1250
C -1.498260 0.388122 4.672861 0.0806 0.1104 -0.2655
Sb -0.109854 0.281834 3.012505 -0.1251 0.1130 1.0151
C 0.580894 -1.625988 3.687945 0.0822 0.1340 -0.1309
C 1.390203 1.495211 4.024636 -0.0993 -0.1768 -0.1683
H -0.990535 0.166348 5.605978 0.1537 -0.0477 0.0832
H -2.284748 -0.344427 4.520604 -0.1017 -0.0939 -0.0447
H -1.949702 1.370846 4.741862 -0.0964 0.1856 0.0038
H 1.096491 -1.535401 4.641629 -0.0380 0.0889 0.1036
H 1.231920 -2.070381 2.950318 0.1309 -0.1040 -0.1980
H -0.284045 -2.270389 3.799314 -0.1427 -0.1065 0.0225
H 1.834653 0.965702 4.862902 0.0013 -0.1138 0.0826
H 0.911817 2.396829 4.395826 -0.0841 0.1230 0.0228
H 2.176197 1.788406 3.334012 0.1112 0.0379 -0.0593
```
Positions in Å, forces in eV/Å.

## Properties
Calculated total energy   -106611.90660 eV
E_HOMO   -7.599 eV
Multiplicity   1

These are the Mulliken partial charges, in e, on atoms 1 to 4: 0.69, -0.55, -0.09, -0.09

(2)
Below is a cluster of 4 separate species, C40H73FN2O6 in total at a distorted geometry, with properties calculated with wB97M-V/def2-TZVPD.

```
122
Properties=species:S:1:pos:R:3:forces:R:3
C 2.845865 -0.344598 2.130339 -0.1600 0.0723 -0.8092
C 3.065933 0.202271 0.680845 -0.4418 0.2249 1.1110
C 2.245714 1.536726 0.478744 1.0910 -1.5226 -0.8596
C 1.066041 1.204530 -0.459552 -0.5617 1.8550 0.3891
C -0.130333 0.543859 0.289297 0.4112 -0.6289 -0.1311
C -0.336723 -0.924694 -0.075806 0.1607 1.6520 0.6166
N -0.085867 -1.796358 0.871923 -0.7168 -0.3071 -1.7751
C -0.337501 -3.073842 0.447465 0.4327 -1.1802 1.4174
C -0.150838 -4.130468 1.381072 0.2704 0.6676 0.4833
C -0.392901 -5.422469 1.074216 0.3114 -0.9212 -0.2905
C -0.205104 -6.485701 2.174894 -1.2060 0.6793 -0.9984
O -1.154171 -6.215338 3.207243 0.4865 -0.3466 0.1561
C -2.471996 -6.474415 2.784032 -1.0618 -0.4830 0.5174
C -3.423434 -6.605267 3.990572 -0.1111 1.0365 -0.2170
C -4.890792 -6.321265 3.567776 0.1941 0.1299 0.1240
C -0.815174 -5.778173 -0.246641 -0.0291 -0.7946 0.4816
C -1.110546 -7.212432 -0.661289 -0.1430 1.0396 -0.5669
O -0.011477 -8.122357 -0.528316 -0.7184 -0.7904 0.5570
O 1.210992 -7.421019 -0.487343 0.6532 0.6144 -0.3186
C -0.989134 -4.784033 -1.148382 0.0406 0.2762 -0.0484
F -1.402964 -5.067684 -2.394955 0.0523 0.1579 0.0456
C -0.762058 -3.420018 -0.831294 -0.3629 0.4676 -0.8924
N -1.001242 -2.474710 -1.789136 0.2297 0.2065 0.6073
C -0.806873 -1.238943 -1.407130 0.4013 -0.0502 -0.3738
C -1.121289 -0.163743 -2.450873 -0.5734 -0.8250 0.3338
C -2.634549 -0.286670 -2.815552 0.2893 0.7637 -0.2808
C -3.584323 0.452749 -1.848364 -0.2281 0.0648 -0.5141
C -3.245519 1.962405 -1.768641 -0.4797 -0.1784 0.3437
C -3.719135 -0.214242 -0.455240 0.0195 -0.1116 -0.0558
C -5.182988 -0.298088 0.088149 1.2326 1.4776 0.0348
C -5.366302 0.335158 1.463930 0.0802 0.4148 -0.2928
C -4.550005 0.131272 2.571937 -0.1024 -0.2493 -0.2135
C -5.049809 -0.804031 3.684249 0.0659 2.1699 0.8342
C -3.204935 0.794147 2.817009 0.5931 -1.5437 -0.6406
H 3.601762 -0.006293 2.847084 -0.1128 -0.1991 -0.1592
H 1.865946 0.024433 2.457110 0.2376 -0.2512 0.1792
H 2.772212 -1.438929 2.095331 0.2518 0.2338 0.3235
H 2.701686 -0.572000 -0.010127 0.0749 0.3339 0.0374
H 4.129338 0.348531 0.451113 -0.2193 -0.0144 0.1660
H 1.917522 1.929644 1.448994 -0.0762 -0.0722 -0.2682
H 2.942196 2.262288 0.037936 -0.5205 0.0593 -0.1301
H 0.694399 2.175255 -0.841206 0.0815 -0.3458 -0.0858
H 1.394162 0.648373 -1.345631 0.0129 -0.0426 0.3205
H -1.059915 1.091887 0.098266 0.2198 -0.0896 -0.0256
H 0.056541 0.591540 1.369194 -0.1535 -0.0815 -0.2627
H 0.199426 -3.884334 2.384484 -0.1297 0.1099 -0.2232
H -0.444850 -7.465069 1.733426 0.4592 0.0336 0.3052
H 0.814389 -6.440919 2.567677 -0.3135 -0.0790 0.1983
H -2.520455 -7.437488 2.241099 0.1196 0.3473 -0.1607
H -2.894088 -5.670046 2.153763 0.4818 -0.1680 -0.0782
H -3.323995 -7.571924 4.493818 0.1106 0.2238 -0.0850
H -3.152687 -5.784320 4.672187 0.1437 -0.5497 0.1420
H -5.606236 -6.856988 4.203515 0.1536 -0.0417 -0.3278
H -5.125975 -5.254063 3.695960 0.1643 -0.2468 -0.1205
H -5.059095 -6.547612 2.505771 -0.1147 -0.2155 0.3082
H -1.414664 -7.199081 -1.716063 0.1266 -0.0559 0.2410
H -1.981734 -7.574151 -0.093739 0.5566 -0.3218 0.0999
H 1.699349 -7.859900 0.224336 -0.3289 -0.1355 -0.0005
H -0.524573 -0.342561 -3.356493 -0.0853 -0.1501 0.3174
H -0.865231 0.840075 -2.103750 -0.1881 -0.1850 -0.0367
H -2.943805 -1.334269 -2.912724 0.3217 0.1369 0.1112
H -2.730545 0.153154 -3.823253 -0.2123 -0.0307 0.3246
H -4.585265 0.412557 -2.313186 0.3130 -0.1524 0.0030
H -4.135352 2.512781 -1.427138 0.2688 -0.0801 -0.0001
H -2.449268 2.168872 -1.040845 -0.0663 -0.0050 -0.2789
H -2.972552 2.375171 -2.748355 0.0337 -0.1517 0.1990
H -3.104510 0.363275 0.245314 -0.1890 -0.2744 -0.0920
H -3.305537 -1.235058 -0.447218 -0.0111 0.3148 -0.2619
H -5.439161 -1.361288 0.221097 -0.0667 0.2925 0.0076
H -5.907305 0.108520 -0.633664 0.2473 0.0053 0.1818
H -6.253896 0.977115 1.592046 -0.9600 -1.9033 0.4953
H -4.159386 -1.127274 4.243997 -0.2826 -0.1077 -0.1761
H -5.591341 -1.663344 3.288256 0.0223 0.2532 0.0815
H -5.652662 -0.231478 4.417163 -0.1434 -0.5406 -0.0898
H -3.365711 1.553616 3.596888 -0.0876 -0.1762 -0.1498
H -2.450625 0.079013 3.192635 -0.0510 0.3665 -0.0497
H -2.800471 1.305401 1.935828 -0.1697 -0.0402 0.2274
C 1.694605 5.226663 -3.366916 0.0118 -0.0662 -0.0612
C 2.702704 5.014524 -2.250786 -0.0638 0.1152 -0.1087
O 3.375710 3.768796 -2.315477 -0.0030 -0.2003 0.2251
C 4.133982 3.523979 -3.486258 0.0269 0.0548 -0.1136
C 5.242547 4.535820 -3.721992 -0.0163 0.1048 0.0700
H 0.950186 4.427592 -3.364547 -0.0005 0.0242 0.0300
H 1.184079 6.182719 -3.242490 0.0047 -0.0139 -0.0238
H 2.168475 5.229283 -4.349816 0.0091 0.0866 0.0053
H 2.179689 5.026550 -1.293274 0.0904 -0.1430 0.0368
H 3.426825 5.835991 -2.218846 -0.0089 0.0243 -0.0584
H 3.473916 3.458043 -4.358509 0.0220 0.0653 -0.0311
H 4.576034 2.534837 -3.357831 -0.0931 -0.0026 0.1265
H 4.852734 5.544840 -3.864022 -0.0076 -0.0206 -0.0853
H 5.813597 4.269260 -4.612548 -0.0085 -0.0208 0.0172
H 5.920872 4.563240 -2.867398 0.0029 -0.0336 -0.0211
C 6.009039 -2.873106 6.741617 -0.0026 -0.0985 -0.0879
C 4.917195 -1.881502 6.375302 0.0267 -0.0797 0.1062
O 4.493275 -1.969431 5.027199 0.0061 0.1340 -0.2012
C 3.950725 -3.215691 4.620868 -0.0395 -0.0739 0.0954
C 2.720224 -3.629535 5.410313 -0.0080 0.0626 0.0922
H 6.877380 -2.739749 6.093873 -0.0062 0.0317 0.0321
H 6.318432 -2.729104 7.777914 -0.0007 0.0285 -0.0208
H 5.675384 -3.906161 6.634596 -0.0259 0.0033 0.0805
H 5.299954 -0.868523 6.505628 -0.0629 0.0269 -0.1447
H 4.060103 -1.978972 7.050802 0.0163 -0.0627 0.0279
H 4.721230 -3.994089 4.657742 -0.0303 -0.0370 0.0626
H 3.675500 -3.102205 3.571735 0.0946 0.1699 0.0166
H 2.939206 -3.764378 6.470506 0.0144 -0.0935 -0.0216
H 2.325090 -4.572274 5.028038 -0.0005 0.0189 -0.0114
H 1.943230 -2.867001 5.330131 0.0053 -0.0214 -0.0467
C -1.276028 9.670809 -6.287780 0.0351 -0.0892 -0.1019
C -0.266705 9.450251 -5.173579 -0.0519 0.1160 -0.0770
O 0.403732 8.204194 -5.247307 0.0194 -0.2073 0.1639
C 1.160411 7.968686 -6.423486 0.0310 0.1005 -0.0719
C 2.267310 8.984816 -6.648074 -0.0131 0.0922 0.0589
H -2.021466 8.873577 -6.289617 -0.0047 0.0323 0.0333
H -1.784372 10.626636 -6.153424 0.0020 -0.0218 0.0285
H -0.803709 9.680632 -7.271024 0.0091 0.0851 0.0088
H -0.788676 9.455712 -4.216001 0.0850 -0.1349 0.0305
H 0.458291 10.270629 -5.136711 -0.0103 0.0241 -0.0618
H 0.498549 7.910746 -7.294470 0.0251 0.0624 -0.0299
H 1.605542 6.979473 -6.307056 -0.1116 -0.0105 0.1450
H 1.876346 9.994812 -6.777585 -0.0017 -0.0199 -0.0907
H 2.838138 8.729876 -7.542070 -0.0071 -0.0175 0.0165
H 2.946108 9.003062 -5.793451 0.0028 -0.0358 -0.0208
```
Positions in Å, forces in eV/Å.

## Properties
Calculated total energy   -60638.66289 eV
E_HOMO   -6.744 eV
Multiplicity   1
Structure (SMILES)   CCCCCc1nc2cc(COCCC)c(COO)c(F)c2nc1CC[C@H](C)CCC=C(C)C.CCOCC.CCOCC.CCOCC

These are the Mulliken partial charges, in e, on atoms 1 to 4: -0.65, -0.43, -1.18, -0.80

(3)
Below is a cluster of 2 separate species, C4H11N3O2 in total at a distorted geometry, with properties calculated with wB97M-V/def2-TZVPD.

```
20
Properties=species:S:1:pos:R:3:forces:R:3
H 1.749687 -0.733439 -1.585467 -0.6306 0.2377 -0.4083
N 0.915894 -0.367975 -1.115139 0.1290 -1.5971 -0.4183
C 0.093544 -1.361372 -0.756105 2.0348 2.9318 -0.7665
N -0.576542 -1.059469 0.360398 -1.7775 -2.1262 0.5489
N -0.131409 -2.514762 -1.454418 -0.2733 -0.8581 0.6943
C -0.715280 -3.696076 -0.858837 0.7235 -1.2987 0.5116
H -1.217083 -1.761146 0.698549 -0.1189 0.3363 0.1495
H -0.251586 -0.359830 1.029601 0.3562 0.1100 -0.5704
H 0.186557 -2.681501 -2.389442 0.4738 0.8797 0.0049
H -1.620903 -3.430206 -0.330813 -0.2349 -0.2760 0.2085
H -0.014353 -4.292743 -0.191265 -0.6638 1.0616 -0.3383
H -0.963260 -4.454630 -1.617309 -0.1575 0.6565 -0.0570
C -0.064793 3.576112 1.478724 -0.6621 0.9791 0.8359
C 0.169206 2.205844 0.961489 0.3980 -1.3778 -1.7051
O 0.302255 1.192229 1.622359 -0.0177 0.7356 1.0224
O 0.175009 2.150885 -0.366480 -0.1343 1.2822 -0.2743
H -1.011910 3.591176 2.005059 -0.5160 -0.2707 -0.0508
H -0.116544 4.396181 0.768171 0.1914 -0.4261 -0.4435
H 0.584511 3.892899 2.279720 0.7617 -0.3522 0.0988
H 0.438605 1.284795 -0.809677 0.1182 -0.6275 0.9578
```
Positions in Å, forces in eV/Å.

## Properties
Calculated total energy   -12892.13619 eV
E_HOMO   -8.478 eV
Multiplicity   1
Structure (SMILES)   [H]/N=C(/N)NC.CC(=O)O

These are the Mulliken partial charges, in e, on atoms 1 to 4: 0.11, -0.73, 0.55, -0.25

(4)
Below is the molecule C4H7NO3 at a distorted geometry, with properties calculated with wB97M-V/def2-TZVPD.

```
15
Properties=species:S:1:pos:R:3:forces:R:3
O 1.671807 -1.689927 0.343451 0.5836 -0.4500 -0.6816
C 1.306157 -0.696305 0.848323 -1.0759 -1.5869 1.4922
C 0.749054 0.569976 -0.036265 0.4409 1.4922 -0.1377
C -0.254880 -0.091175 -0.991818 -0.0119 -0.6854 -0.8796
C -1.325061 -0.514162 0.033406 -0.9763 0.7279 -0.2657
O -0.765612 -0.923583 1.126317 0.6540 -0.2463 0.4650
O -2.173107 0.651578 0.211523 0.1787 -0.1697 0.1847
N 1.856784 0.896063 -0.682540 -0.1699 0.5338 -0.7795
H 1.491988 -0.470702 1.906478 0.0272 0.6406 -0.1419
H 0.261056 1.329441 0.580590 -0.0892 -0.0769 -0.0635
H 0.205315 -0.909734 -1.530896 0.1340 -0.3710 0.3126
H -0.603663 0.590605 -1.758653 -0.1679 0.4059 0.1300
H -1.975929 -1.246135 -0.485160 0.2454 -0.2796 -0.0238
H 1.982519 1.915472 -0.705511 0.3028 -0.0693 0.4249
H -2.426431 0.588594 1.140761 -0.0756 0.1347 -0.0361
```
Positions in Å, forces in eV/Å.

## Properties
Calculated total energy   -11888.63216 eV
E_HOMO   -9.317 eV
Multiplicity   1

These are the Mulliken partial charges, in e, on atoms 1 to 4: -0.40, 0.09, 0.04, -0.88

(5)
Below is a structure of composition CH5N3O at a distorted geometry, with properties calculated with wB97M-V/def2-TZVPD.

```
10
Properties=species:S:1:pos:R:3:forces:R:3
C 0.372994 -0.455753 0.519577 -0.2566 0.4755 -2.9108
H 1.017267 1.816749 -1.925380 0.8260 -1.5843 5.0757
H 1.507699 2.053989 0.238045 -0.2817 -2.1295 -4.9969
H 1.307713 -0.913613 0.853594 -0.0785 0.2317 0.3991
H -0.870209 -1.558327 1.521873 -1.0384 -0.8303 2.0845
H -2.240368 -0.664713 -0.860364 2.3924 -0.9131 3.7123
N 1.364781 1.260109 -0.824267 -0.1592 3.2266 1.8718
N 0.259117 0.528719 -0.287741 -0.6319 -0.6612 -0.6762
N -0.765811 -1.351017 0.580492 1.4487 1.5541 -2.5027
O -1.953183 -0.716143 0.184172 -2.2208 0.6304 -2.0568
```
Positions in Å, forces in eV/Å.

## Properties
Calculated total energy   -7629.53854 eV
E_HOMO   -8.413 eV
Multiplicity   1

These are the Mulliken partial charges, in e, on atoms 1 to 4: -0.04, 0.27, 0.27, 0.37

(6)
Below is the molecule C2H2ClN3S at a distorted geometry, with properties calculated with wB97M-V/def2-TZVPD.

```
9
Properties=species:S:1:pos:R:3:forces:R:3
S -2.679750 -0.467805 -0.029222 0.4147 -0.0004 0.0742
N -1.013239 0.061987 0.024124 -0.9998 -0.8495 0.3288
C 0.055206 -0.796063 0.066155 -1.5660 1.1735 -0.1338
C 1.089417 0.081010 0.029199 0.7316 -0.1921 -0.0682
Cl 2.743374 -0.376651 -0.029268 -0.1164 0.3762 0.0777
N 0.630859 1.355505 -0.002392 1.0927 -0.0124 0.1779
N -0.654699 1.334677 0.023269 -0.3328 -0.1401 -0.3847
H -3.233577 0.753736 -0.063979 0.3393 0.0966 0.0191
H -0.135960 -1.840657 0.141950 0.4365 -0.4518 -0.0910
```
Positions in Å, forces in eV/Å.

## Properties
Calculated total energy   -29932.39969 eV
E_HOMO   -9.534 eV
Multiplicity   1
Structure (SMILES)   Sn1cc(Cl)nn1

These are the Mulliken partial charges, in e, on atoms 1 to 4: -0.15, 0.48, -0.10, 0.09

no.,frontier orbital gap (eV)
1,7.558
2,6.846
3,9.215
4,6.391
5,9.093
6,9.811